This record from the OMol25 dataset describes a structure of composition C6H12AsS7V. The level of theory is the ωB97M-V functional and the def2-TZVPD basis.

Element x y z (Å)
V  1.065  0.124  -1.157
C  -0.742  2.195  1.216
C  -0.395  0.995  2.074
S  1.144  0.217  1.495
C  0.808  -1.528  1.937
C  -0.275  -2.150  1.101
S  -0.443  -1.541  -0.636
C  -1.989  -0.569  -0.671
C  -1.925  0.943  -1.042
S  -0.450  1.943  -0.599
H  -0.039  3.016  1.436
H  -1.776  2.547  1.292
H  -1.219  0.253  2.049
H  -0.217  1.267  3.110
H  0.644  -1.653  3.024
H  1.782  -2.029  1.684
H  -1.263  -1.860  1.522
H  -0.227  -3.286  0.952
H  -2.513  -0.692  0.309
H  -2.559  -1.117  -1.475
H  -2.760  1.495  -0.648
H  -1.960  1.017  -2.153
S  3.841  2.010  -3.568
As  3.203  0.053  -3.163
S  0.933  0.124  -3.373
S  3.140  -0.113  -0.847
S  4.191  -1.661  -3.867

Calculated values
LUMO energy (alpha / beta) ... -0.955 / -0.696 eV
Electronic energy ... -6202.922359 a.u.
Spin multiplicity ... 3
Orbital gap (alpha / beta) ... 6.05 / 6.32 eV